Density functional theory data (ωB97M-V with the def2-TZVPD basis set) for a 11-piece molecular cluster, C39H106N6O11 overall at a distorted geometry.

Structure (XYZ):
```
162
Properties=species:S:1:pos:R:3
C -19.6525 -20.8458 0.7226
O -20.7289 -21.3533 -0.0255
C -20.9349 -20.5691 -1.1650
C -22.1141 -21.1101 -1.9915
C -21.9754 -22.5865 -2.2588
N -22.2367 -20.2935 -3.1627
H -19.9613 -20.0706 1.4943
H -19.0222 -20.3068 0.0524
H -19.0968 -21.5985 1.2236
H -21.1076 -19.5148 -0.8859
H -19.9784 -20.5570 -1.8050
H -23.0290 -20.9323 -1.4573
H -21.7600 -23.1220 -1.3012
H -21.1394 -22.6950 -2.9821
H -22.8671 -23.0583 -2.6653
H -22.9971 -20.4985 -3.8366
H -21.3911 -20.4365 -3.7024
C -11.1429 -18.4934 -4.8860
O -11.7904 -19.7534 -5.0128
C -13.0171 -19.9216 -4.2934
C -12.7987 -20.2013 -2.7835
C -11.6209 -21.2272 -2.6798
N -14.0793 -20.7051 -2.3445
H -10.2645 -18.6052 -5.5053
H -10.7666 -18.1665 -3.9226
H -11.7890 -17.6803 -5.3077
H -13.7045 -19.0089 -4.3719
H -13.4696 -20.8236 -4.7447
H -12.6642 -19.2628 -2.2250
H -10.7923 -20.5829 -2.8328
H -11.8458 -21.8404 -3.5178
H -11.6116 -21.7421 -1.6639
H -14.2477 -21.6987 -2.5326
H -14.0725 -20.6293 -1.3431
C -14.2872 -20.4078 -10.8262
O -13.9101 -21.3018 -9.7151
C -14.7825 -21.1386 -8.6325
C -14.5890 -22.2174 -7.6214
C -15.5449 -22.1057 -6.4747
N -13.2115 -22.3061 -7.1695
H -13.4699 -20.4501 -11.5490
H -14.4296 -19.3955 -10.3897
H -15.2433 -20.6962 -11.2892
H -14.5723 -20.1848 -8.2379
H -15.8845 -21.3161 -8.9504
H -14.8677 -23.1775 -8.1256
H -15.3117 -22.7503 -5.6239
H -16.5137 -22.3273 -6.8590
H -15.6366 -21.1045 -5.9586
H -12.6570 -22.3998 -7.9698
H -12.8388 -21.5781 -6.5724
C -12.9998 -16.1905 -2.6320
O -14.1216 -16.9332 -2.0783
C -15.3206 -16.1879 -2.2123
C -16.4978 -17.0524 -1.8652
C -16.5502 -17.4974 -0.3455
N -16.5263 -18.2891 -2.6316
H -12.1372 -16.7677 -2.6323
H -12.8530 -15.2525 -2.1053
H -13.2423 -15.9555 -3.6972
H -15.3478 -15.2200 -1.6697
H -15.4129 -15.9356 -3.2611
H -17.4729 -16.5655 -2.1264
H -17.4903 -18.1214 -0.2900
H -16.4851 -16.7549 0.4387
H -15.7332 -18.2565 -0.2720
H -15.8437 -19.0395 -2.3423
H -16.2268 -18.2198 -3.5594
C -16.0261 -26.8599 -11.3550
O -16.6106 -25.8950 -10.6095
C -16.0734 -25.8594 -9.2744
C -17.1090 -25.0979 -8.3455
C -18.3527 -25.9475 -8.0632
N -17.5719 -23.7909 -8.9891
H -14.9327 -26.7269 -11.3757
H -16.3365 -26.8886 -12.3621
H -16.1318 -27.8530 -10.9250
H -16.0571 -26.8429 -8.7777
H -15.0666 -25.3882 -9.2621
H -16.6629 -24.7944 -7.3313
H -18.7372 -26.3139 -9.0095
H -19.1784 -25.3803 -7.6492
H -18.1160 -26.8705 -7.4411
H -18.1339 -24.0522 -9.7878
H -18.1591 -23.2784 -8.3269
C -15.4460 -21.1634 1.2243
O -14.2618 -20.4248 1.0314
C -14.0472 -19.2431 1.7870
C -13.0722 -18.3891 1.0201
C -11.7418 -19.0925 0.8335
N -12.9502 -17.0946 1.6509
H -15.4176 -22.0239 0.5546
H -16.3041 -20.4921 1.0663
H -15.4234 -21.5296 2.2809
H -14.9605 -18.6954 1.9616
H -13.6512 -19.4077 2.7939
H -13.5041 -18.2101 0.0337
H -11.8843 -20.0031 0.3055
H -11.2124 -19.2740 1.7578
H -10.9885 -18.4550 0.2234
H -12.3692 -16.5467 0.9341
H -12.3974 -17.0662 2.5092
C -20.2470 -21.7316 -9.4769
C -20.6726 -22.0016 -8.0115
C -21.5993 -23.1572 -7.8787
O -19.4545 -22.4105 -7.3053
H -19.8812 -22.6527 -9.8417
H -19.4517 -21.0032 -9.4862
H -21.0693 -21.2851 -10.0456
H -21.0630 -21.1154 -7.4830
H -21.8949 -23.4339 -6.8415
H -21.1544 -24.0953 -8.2416
H -22.5948 -22.9872 -8.4571
H -19.4752 -22.0326 -6.3576
C -13.7515 -25.5987 -6.2373
C -14.0050 -24.9163 -4.8478
C -13.9373 -25.9053 -3.6895
O -12.9671 -23.9513 -4.5694
H -14.2501 -24.9417 -6.9669
H -14.2134 -26.5769 -6.3511
H -12.6937 -25.6131 -6.5448
H -15.0133 -24.4595 -4.7634
H -14.8788 -26.3630 -3.7289
H -13.9536 -25.3948 -2.7135
H -13.0906 -26.5398 -3.7094
H -12.8820 -23.4651 -5.4369
C -17.7823 -19.1601 -6.5382
C -18.5325 -18.3359 -5.4482
C -19.9741 -18.0773 -5.7307
O -18.6948 -19.0580 -4.1565
H -18.2481 -20.1742 -6.5705
H -16.7119 -19.3026 -6.4354
H -17.7897 -18.5828 -7.4710
H -17.9716 -17.3903 -5.3761
H -20.0688 -17.4640 -6.6202
H -20.4297 -17.4675 -4.8730
H -20.5938 -18.9521 -5.8013
H -17.9114 -18.8718 -3.5800
C -18.0432 -22.7446 -2.4629
C -18.3263 -22.8204 -3.9722
C -18.9584 -24.1563 -4.4530
O -19.1640 -21.7027 -4.3604
H -17.5467 -21.7645 -2.1976
H -17.2001 -23.4077 -2.2607
H -18.9318 -22.9362 -1.8392
H -17.4301 -22.7656 -4.5328
H -19.3595 -23.9384 -5.4523
H -19.7477 -24.5890 -3.8613
H -18.1323 -24.9237 -4.6124
H -18.8094 -20.7882 -4.1337
C -18.2796 -25.8608 -0.4730
C -16.8615 -26.1767 -0.1086
C -16.4176 -27.5726 -0.4510
O -16.0059 -25.1537 -0.7052
H -18.5763 -26.0660 -1.4922
H -18.3751 -24.8117 -0.2773
H -18.9838 -26.4491 0.1437
H -16.9705 -26.1685 0.9908
H -17.0472 -28.3119 0.0632
H -15.4554 -27.7143 -0.0003
H -16.4549 -27.7033 -1.5201
H -15.1807 -25.5846 -0.9085
```

Frontier orbital gap = 9.121 eV
Relative energy (zero: lowest compared OMol25 entry of this formula, charge and spin) = 1.357 eV
Electronic energy = -2705.4787 Ha
SMILES = COC[C@H](C)N.COC[C@H](C)N.COC[C@H](C)N.COC[C@H](C)N.COC[C@H](C)N.COC[C@H](C)N.CC(C)O.CC(C)O.CC(C)O.CC(C)O.CC(C)O

Atom charges from the Mulliken analysis, given in e for atoms 1 to 99: -0.4291, -0.3970, 0.0582, 0.1406, -1.0670, -0.7164, 0.3351, -0.0802, 0.3456, 0.4216, -0.2447, 0.4814, 0.3203, -0.0677, 0.4748, 0.2912, -0.0122, -0.7798, -0.4731, 0.8592, 0.4513, -1.4950, 0.2508, 0.3757, 0.2751, 0.2580, 0.2406, -0.7953, -0.1559, 0.4471, 0.2903, 0.3383, -0.0179, -0.1029, -0.7486, -0.4632, -1.2366, 1.1706, 1.0877, -0.3285, 0.2691, 0.2912, 0.2769, 0.7388, 0.2408, -1.0785, -0.4683, -0.1999, -0.0323, 0.3295, -0.0734, -1.0072, 0.2880, -1.1573, -0.0868, -0.2945, 0.0788, 0.2136, 0.3504, 0.3210, 0.4488, 0.5193, 0.2178, 0.1738, 0.4751, -0.4597, -0.4282, 0.3301, -0.8784, -0.3218, -1.0481, 1.9424, -1.6366, -0.3270, 0.3127, 0.2928, 0.3378, 0.4340, 0.4426, -0.5468, 0.4158, 0.1874, 0.3354, 0.3912, -0.3064, -0.7932, -0.3351, -1.3408, 2.7548, -1.5295, -0.7548, 0.2584, 0.2318, 0.3495, 0.3876, 0.5360, -1.4025, 0.2322, 0.4435

Density functional theory data (ωB97M-V with the def2-TZVPD basis set) for C39H107ClFeN9O10 as an isolated structure at a distorted geometry.

Structure (XYZ):
```
167
Properties=species:S:1:pos:R:3
Fe 2.6879 -1.6542 -0.2183
Cl 0.4101 -1.2682 -0.6344
C 4.9397 2.3480 0.1746
C 4.5459 0.9327 -0.2342
C 5.3555 -0.1723 0.4610
O 4.9446 -1.4720 -0.0620
C 5.8462 -2.5579 0.2682
N 3.1194 0.5674 -0.0036
H 4.3208 3.0596 -0.4199
H 6.0111 2.5293 -0.0876
H 4.7712 2.3841 1.2420
H 4.7717 0.8086 -1.2575
H 5.0960 -0.0596 1.5209
H 6.4646 -0.1205 0.4634
H 6.2306 -2.5004 1.2857
H 6.6335 -2.4797 -0.4742
H 5.3930 -3.5151 0.1790
H 2.5248 1.1931 -0.5134
H 2.9101 0.9113 0.9451
C -3.8692 -2.6658 2.1399
C -4.2813 -2.2410 0.6880
C -4.2590 -0.6966 0.3900
O -5.0220 0.0846 1.2737
C -6.4424 -0.0611 1.2152
N -3.4417 -2.8111 -0.3335
H -4.4915 -1.9965 2.7615
H -2.8153 -2.6146 2.3089
H -4.1501 -3.6500 2.4017
H -5.3380 -2.4613 0.5112
H -4.5664 -0.5566 -0.6377
H -3.2033 -0.3955 0.4692
H -6.9522 0.2852 0.2756
H -6.7727 0.6406 1.9806
H -6.7493 -1.0422 1.5023
H -3.5488 -3.7914 -0.4006
H -3.7176 -2.3631 -1.2494
C 1.6728 5.4245 1.6879
C 2.6510 4.6294 2.5396
C 3.3620 5.4670 3.5782
O 4.0747 6.4988 2.9496
C 5.0404 7.0959 3.7519
N 2.1525 3.4762 3.2406
H 1.2956 4.7301 1.0473
H 2.2334 6.2422 1.2240
H 0.8888 5.7821 2.4360
H 3.4212 4.1787 1.8937
H 3.9884 4.7650 4.0934
H 2.7157 5.9622 4.3536
H 5.4714 7.9904 3.2761
H 5.8045 6.3555 4.0903
H 4.5727 7.4792 4.6205
H 1.4146 3.0525 2.7038
H 1.7537 3.6528 4.2428
C 0.4360 -2.1913 2.9011
C 1.6138 -1.2835 2.6103
C 2.1184 -0.7008 3.8985
O 3.3420 -0.0344 3.6146
C 3.6727 0.8223 4.7351
N 2.6370 -2.0809 1.9177
H -0.3731 -1.6211 3.3393
H 0.6865 -3.0274 3.6234
H 0.0002 -2.6192 2.0193
H 1.2576 -0.4677 1.9876
H 2.3163 -1.4703 4.6670
H 1.3761 0.0144 4.2536
H 4.6349 1.2978 4.5582
H 3.6986 0.3375 5.7630
H 2.9353 1.6093 4.8032
H 3.5705 -1.8562 2.3933
H 2.4993 -3.1040 2.0286
C -6.0256 1.1258 -2.9700
C -5.0704 2.3273 -3.0409
C -4.8427 2.9312 -1.6321
O -3.8132 3.8661 -1.4969
C -4.0577 4.7749 -0.3745
N -3.7343 1.9151 -3.6099
H -6.3463 0.8219 -4.0100
H -6.8297 1.0953 -2.2577
H -5.3382 0.3400 -2.6964
H -5.3068 3.0620 -3.7621
H -4.7798 2.1793 -0.8247
H -5.7800 3.5173 -1.4669
H -3.1867 5.3798 -0.2180
H -4.1861 4.2157 0.5401
H -4.9073 5.3913 -0.6256
H -3.1723 1.3758 -3.0058
H -3.2208 2.7876 -3.8525
C 2.4999 -5.3552 -2.5903
C 3.0066 -4.0445 -2.0606
C 2.4369 -2.9300 -2.9094
O 3.0253 -1.7054 -2.4559
C 2.6902 -0.6514 -3.3328
N 2.6125 -3.7160 -0.6315
H 3.0124 -5.4977 -3.5136
H 1.4202 -5.2636 -2.7816
H 2.6520 -6.2515 -1.9818
H 4.0617 -3.9788 -2.1886
H 1.3250 -2.8594 -2.8949
H 2.6832 -3.0899 -3.9899
H 3.3490 0.1518 -3.1689
H 1.6404 -0.3025 -3.3597
H 2.9260 -1.0418 -4.2900
H 3.0031 -4.4711 0.0504
H 1.5948 -3.9828 -0.6883
C -1.8943 -5.7807 1.5581
C -0.4834 -5.5701 1.0422
C 0.5200 -6.6771 1.3347
O 0.3446 -7.7058 0.3784
C 1.2254 -8.7772 0.5510
N -0.3032 -5.1825 -0.3690
H -2.4621 -4.8457 1.6047
H -1.7812 -6.1006 2.5678
H -2.5171 -6.5189 1.1319
H -0.0890 -4.7839 1.7212
H 0.4954 -6.9971 2.4572
H 1.4584 -6.2617 1.1117
H 1.1363 -9.1426 1.5228
H 2.2331 -8.4239 0.3248
H 0.9729 -9.5537 -0.2594
H -0.9057 -4.3785 -0.5120
H -0.6167 -5.9247 -0.9740
C -0.3761 3.2187 -1.8401
C 0.3068 2.1225 -2.6291
C -0.1696 2.2141 -4.0607
O 0.4059 1.1959 -4.8436
C -0.1052 1.2738 -6.1554
N 1.7570 2.3646 -2.5271
H 0.0013 3.4176 -0.7754
H -1.4605 3.1065 -1.7685
H -0.1344 4.2425 -2.1332
H 0.0616 1.1635 -2.1637
H 0.1250 3.1288 -4.5139
H -1.2556 2.1238 -4.0616
H 0.1923 2.2267 -6.5216
H -1.1796 1.1127 -6.1919
H 0.3780 0.5305 -6.7742
H 1.9417 3.3542 -2.7239
H 2.1044 1.8228 -3.3053
C -2.0872 0.9667 3.5605
C -2.0910 2.0850 2.4562
C -1.9759 3.4028 3.1402
O -1.9765 4.4364 2.2286
C -2.3083 5.7051 2.7948
N -0.9552 1.9774 1.4742
H -2.1889 -0.0283 3.2041
H -2.8783 1.1852 4.1961
H -1.1581 0.8393 4.1055
H -3.0827 2.0085 1.9348
H -0.9863 3.4722 3.6519
H -2.7833 3.4419 3.8724
H -1.6356 5.8770 3.6479
H -3.3429 5.6881 3.2244
H -2.2670 6.4404 2.0127
H -1.1263 2.5270 0.6684
H -0.7244 1.0469 1.1215
C -1.0391 -1.9578 -4.2406
C -2.2000 -1.0378 -4.0147
C -3.3948 -1.4136 -4.9000
O -2.5856 -1.0394 -2.6494
H -1.2271 -3.0425 -4.0236
H -0.0977 -1.8144 -3.5986
H -0.6017 -1.9495 -5.1894
H -1.8630 0.0389 -4.1868
H -3.6743 -2.3941 -4.5387
H -3.1963 -1.2958 -5.9689
H -4.2227 -0.8006 -4.6742
H -1.8887 -1.4808 -2.1945
```

Frontier orbital gap (spin up / spin down) = 8.573 / 8.572 eV
Total charge = +1
⟨S²⟩ = 6.008
2S+1 = 5
Relative energy (zero: lowest compared OMol25 entry of this formula, charge and spin) = 2.524 eV
Electronic energy = -4518.9113 Ha

Atom charges from the Mulliken analysis, given in e for atoms 1 to 99: 1.9673, -0.4202, -1.4759, 0.4471, -0.9800, -0.2685, -1.0476, 0.5910, 0.2747, 0.4585, 0.2743, 0.2769, 0.2406, 0.5136, 0.3763, 0.2965, 0.3308, -0.3524, -0.2527, -1.4044, 0.3618, 0.4557, -0.3043, -0.7115, -0.0134, 0.3978, -0.0359, 0.4800, 0.5056, -0.3014, -0.0716, 0.1411, 0.2922, 0.3633, 0.3131, -0.1399, -0.5661, 1.1264, -1.0225, -0.3195, -0.8132, 0.1628, -0.2606, 0.4781, 0.0633, -0.5438, 0.5133, 0.3638, 0.2528, 0.2906, 0.3494, -0.3492, 0.2858, -1.9356, 1.9610, -1.2820, -0.1003, -0.7443, -0.1812, 0.4507, 0.4324, 0.0210, -0.7287, 0.4324, 0.4041, 0.3209, 0.2809, 0.0959, 0.2395, 0.2747, -0.7396, -0.1386, -0.3349, -0.3465, -0.9434, -0.1701, 0.2554, 0.3827, -0.2564, 0.5856, 0.0836, 0.5104, 0.2149, 0.3494, 0.4490, -0.3114, 0.2057, -1.6404, 0.2644, -0.7435, -0.3659, -1.1244, 0.1569, 0.5620, 0.2392, 0.3138, 0.3887, 0.0642, 0.6717